# 1
{"formula": "C25H47Cl2CrNO3P2S", "method": "ωB97M-V/def2-TZVPD", "species": ["Cr", "Cl", "Cl", "S", "P", "P", "O", "O", "O", "N", "C", "C", "C", "C", "C", "C", "C", "C", "C", "C", "C", "C", "C", "C", "C", "C", "C", "C", "C", "C", "C", "C", "C", "C", "C", "H", "H", "H", "H", "H", "H", "H", "H", "H", "H", "H", "H", "H", "H", "H", "H", "H", "H", "H", "H", "H", "H", "H", "H", "H", "H", "H", "H", "H", "H", "H", "H", "H", "H", "H", "H", "H", "H", "H", "H", "H", "H", "H", "H", "H", "H", "H"], "positions_angstrom": [[0.409, -0.999, -0.420], [2.211, 0.329, 0.131], [-1.226, -2.506, -0.892], [-3.281, 3.668, 1.735], [0.076, -1.997, 1.949], [0.203, -0.122, -2.743], [-3.612, 3.310, 3.095], [-1.018, 1.291, -0.070], [-4.204, 4.513, 1.012], [-2.851, 2.347, 0.849], [0.594, 3.680, 0.964], [0.878, 1.516, -3.274], [0.334, -3.840, 1.921], [1.132, -1.355, 3.327], [-1.503, -0.232, -3.485], [2.610, -1.535, 2.970], [0.805, 0.103, 3.656], [-2.604, 0.089, -2.468], [-1.615, 4.319, 1.703], [1.195, -1.181, -5.142], [-1.131, 5.472, 2.320], [-2.034, -2.507, 3.837], [-0.784, 3.432, 1.051], [2.384, 1.658, -3.050], [2.607, -1.560, -3.054], [1.384, -4.246, 0.881], [-1.702, -1.834, 2.506], [-1.549, 2.268, 0.537], [0.120, 2.646, -2.584], [0.649, -4.461, 3.285], [-2.188, -0.385, 2.454], [1.090, 4.867, 1.499], [1.187, -1.408, -3.626], [-1.705, 0.586, -4.764], [0.241, 5.747, 2.191], [-0.182, 0.226, 4.122], [0.989, -4.129, -0.133], [0.653, 6.645, 2.634], [-3.536, 0.350, -2.986], [0.609, 3.602, -2.816], [2.659, 1.344, -2.034], [-1.441, 0.260, 1.980], [1.692, -4.274, 3.576], [0.135, 2.506, -1.495], [-0.928, 2.718, -2.901], [0.859, 0.730, 2.755], [0.670, 1.549, -4.352], [2.834, -2.632, -2.976], [-2.800, -0.779, -1.831], [-2.194, -2.380, 1.684], [-1.563, -1.306, -3.730], [-3.085, -0.289, 1.828], [-2.334, 0.915, -1.793], [0.879, -1.986, 4.192], [1.517, -0.160, -5.403], [2.816, -1.135, 1.965], [2.927, -2.584, 3.010], [2.736, -1.142, -2.044], [-1.823, 1.654, -4.538], [-2.638, 0.241, -5.232], [3.349, -1.094, -3.713], [0.614, -2.321, -3.385], [-3.065, -2.244, 4.107], [-0.909, 0.463, -5.506], [1.909, -1.881, -5.594], [2.151, 5.108, 1.394], [1.554, 0.468, 4.371], [-1.985, -3.599, 3.773], [0.521, -5.549, 3.189], [-0.014, -4.124, 4.089], [-1.381, -2.168, 4.655], [-2.449, 0.034, 3.436], [1.661, -5.300, 1.015], [3.217, -0.962, 3.683], [1.370, -2.086, -0.690], [0.215, -1.372, -5.594], [-0.653, -4.193, 1.578], [-1.814, 6.103, 2.878], [1.226, 2.927, 0.493], [2.983, 1.091, -3.773], [2.645, 2.719, -3.153], [2.299, -3.641, 0.966]], "atomic_forces_ev_per_a": [[-1.371, 1.802, 1.176], [0.058, 0.252, 0.106], [-0.379, -0.428, -0.238], [1.306, -1.152, -1.163], [-0.084, 0.435, -0.287], [0.171, -0.191, 0.545], [-0.095, 0.155, -0.216], [-0.138, 0.878, 0.719], [0.252, -0.131, 0.333], [-0.453, 0.005, 0.016], [-0.588, -0.174, -0.094], [-0.196, -0.223, -0.396], [-0.144, 0.216, 0.058], [-0.363, -0.479, 0.058], [0.239, -0.188, -0.071], [0.181, 0.140, -0.127], [0.079, 0.127, 0.027], [-0.181, 0.163, 0.301], [0.247, 1.061, 0.755], [0.243, -0.410, -0.126], [0.440, -0.460, -0.403], [-0.258, -0.100, 0.048], [0.923, 0.641, 0.087], [0.182, 0.057, 0.192], [0.267, -0.169, 0.127], [0.059, -0.161, -0.102], [0.351, -0.393, -0.236], [-0.925, -1.331, 0.025], [-0.003, 0.273, 0.282], [-0.021, -0.284, 0.006], [-0.121, 0.486, -0.327], [-0.132, 0.058, 0.187], [-0.423, 0.272, -0.266], [-0.157, -0.055, -0.216], [-0.420, -0.301, -0.181], [0.214, -0.062, -0.217], [0.142, 0.066, 0.232], [-0.004, 0.015, 0.001], [0.158, -0.044, 0.002], [-0.119, -0.124, -0.020], [-0.023, 0.125, -0.377], [-0.280, -0.040, 0.200], [-0.279, -0.018, -0.025], [-0.008, 0.062, -0.415], [0.192, -0.088, 0.137], [-0.026, -0.095, 0.231], [0.094, 0.197, 0.115], [0.107, 0.226, -0.081], [0.036, 0.281, -0.107], [0.035, 0.072, 0.322], [-0.050, 0.249, -0.022], [0.205, -0.042, 0.152], [-0.142, -0.265, -0.328], [0.191, 0.208, 0.031], [-0.066, -0.312, 0.071], [-0.027, -0.200, 0.429], [-0.071, 0.185, -0.012], [-0.109, -0.105, -0.460], [0.065, -0.267, -0.085], [0.128, 0.174, 0.055], [-0.138, -0.105, 0.096], [0.192, 0.270, -0.150], [0.169, -0.058, 0.021], [-0.136, 0.083, 0.184], [-0.096, 0.111, -0.097], [-0.334, -0.105, 0.122], [-0.117, 0.031, -0.123], [0.025, 0.179, 0.054], [0.115, 0.131, 0.124], [0.257, -0.043, -0.200], [-0.147, -0.044, -0.189], [0.237, -0.193, -0.160], [-0.049, 0.088, 0.059], [-0.002, -0.158, -0.066], [0.889, -0.935, -0.360], [0.189, 0.095, 0.101], [0.280, -0.022, 0.089], [0.177, 0.103, -0.048], [-0.035, 0.248, 0.059], [-0.174, 0.068, 0.140], [0.031, -0.160, -0.049], [-0.241, -0.173, -0.038]], "lowdin_spin": [3.070, 0.029, 0.029, 0.000, -0.018, -0.014, 0.000, 0.007, 0.000, 0.001, 0.000, -0.005, 0.001, -0.004, -0.004, 0.000, 0.000, 0.000, 0.000, 0.001, 0.000, -0.002, 0.000, 0.000, -0.003, -0.007, -0.004, 0.000, 0.000, -0.001, 0.000, 0.000, 0.004, -0.002, 0.000, 0.000, -0.004, 0.000, 0.000, 0.000, 0.000, 0.000, 0.000, 0.000, 0.000, 0.000, -0.001, -0.001, 0.000, 0.000, 0.000, 0.000, 0.000, -0.001, 0.000, 0.001, 0.000, -0.002, 0.000, 0.000, 0.000, 0.000, 0.000, 0.000, 0.000, 0.000, 0.000, 0.000, 0.000, 0.000, 0.000, 0.000, 0.000, 0.000, -0.071, 0.000, 0.000, 0.000, 0.000, 0.000, 0.000, -0.002], "spin_multiplicity": 4, "s2": 3.82, "charge": -1, "e_tot_ev": -117204.6671, "orbital_gap_ha": [0.3050, 0.3062], "relative_energy_kcal_mol": 0.0}

=====

# 2
{"formula": "C2H2N4", "method": "ωB97M-V/def2-TZVPD", "species": ["N", "N", "N", "N", "C", "C", "H", "H"], "positions_angstrom": [[-0.558, 1.254, -0.050], [1.349, -0.194, -0.079], [-0.746, -1.046, 0.036], [0.515, -1.188, -0.001], [-1.300, 0.088, 0.011], [0.794, 0.922, 0.127], [-2.450, 0.383, -0.122], [1.565, 1.776, -0.044]], "atomic_forces_ev_per_a": [[1.616, -2.750, 1.923], [0.438, -2.452, 1.128], [-1.270, -3.568, 0.827], [1.609, -2.926, -0.839], [-1.890, 7.454, -1.482], [-1.251, 6.939, -3.076], [2.480, -1.727, 0.455], [-1.732, -0.971, 1.064]], "nbo_charge": [-0.393, -0.247, -0.274, 0.041, 0.234, 0.227, 0.216, 0.194], "e_tot_ev": -8063.0999, "orbital_gap_ha": 0.3310, "smiles": "c1ncnnn1", "relative_energy_kcal_mol": 69.9}

=====

# 3
{"formula": "C58H53BrGe2N7O6PbS", "method": "ωB97M-V/def2-TZVPD", "species": ["Pb", "Br", "Ge", "Ge", "S", "O", "O", "O", "O", "O", "O", "N", "N", "N", "N", "N", "N", "N", "C", "C", "C", "C", "C", "C", "C", "C", "C", "C", "C", "C", "C", "C", "C", "C", "C", "C", "C", "C", "C", "C", "C", "C", "C", "C", "C", "C", "C", "C", "C", "C", "C", "C", "C", "C", "C", "C", "C", "C", "C", "C", "C", "C", "C", "C", "C", "C", "C", "C", "C", "C", "C", "C", "C", "C", "C", "C", "H", "H", "H", "H", "H", "H", "H", "H", "H", "H", "H", "H", "H", "H", "H", "H", "H", "H", "H", "H", "H", "H", "H", "H", "H", "H", "H", "H", "H", "H", "H", "H", "H", "H", "H", "H", "H", "H", "H", "H", "H", "H", "H", "H", "H", "H", "H", "H", "H", "H", "H", "H", "H"], "positions_angstrom": [[0.711, 0.405, 1.131], [-6.535, -0.027, 4.974], [1.046, 3.957, -1.487], [-0.592, 2.224, -2.285], [4.033, -5.126, 4.016], [-3.650, 2.123, 0.152], [2.372, 0.356, -0.471], [-1.209, 1.185, -0.723], [2.930, 1.773, 1.982], [-1.339, -1.161, 2.153], [-1.965, 1.335, 2.763], [-1.371, -1.107, -0.833], [-3.767, -4.455, 3.053], [-0.010, -1.088, -0.566], [7.867, -3.469, 2.171], [-1.940, -3.670, 2.074], [1.537, -1.731, 2.288], [4.146, 1.551, 1.571], [-2.866, 0.377, 3.110], [2.749, -2.909, -2.103], [6.784, 1.144, 0.799], [-2.968, 2.417, -4.008], [5.654, -4.339, 1.923], [-5.463, 1.317, -1.113], [0.686, -1.903, -1.281], [4.894, 2.580, 1.121], [-3.032, -3.352, 2.739], [-4.129, 4.516, -2.609], [-2.902, 4.012, -2.211], [5.552, -4.495, 3.300], [-3.396, -1.985, 3.093], [-1.062, -5.903, 1.298], [2.106, -1.847, -1.435], [0.378, 5.654, -2.250], [4.712, -1.584, -2.395], [-4.778, 3.966, -3.706], [-4.056, 0.639, 3.763], [2.286, -1.546, 3.379], [-1.339, -7.255, 1.330], [-4.910, -0.411, 4.074], [0.191, -1.263, -4.642], [-2.320, 2.948, -2.896], [2.827, -0.642, -1.166], [1.300, 4.295, 0.444], [7.768, -3.654, 3.482], [1.316, -0.881, -5.358], [2.162, -4.034, 2.299], [-3.387, -6.916, 2.586], [-4.133, 1.209, -0.726], [6.834, -3.824, 1.412], [1.455, -2.961, 1.782], [-3.354, 0.148, -1.209], [6.203, 2.400, 0.731], [4.698, 0.322, 1.625], [-4.193, 2.924, -4.411], [-5.257, -0.675, -2.447], [1.214, 1.284, -4.333], [6.633, -4.168, 4.101], [2.819, 3.557, -2.258], [-2.276, 2.674, 3.127], [1.813, 0.406, -5.221], [-2.481, -7.755, 1.968], [4.121, -0.537, -1.736], [3.038, -2.551, 3.955], [-3.943, -0.801, -2.048], [-3.105, -5.557, 2.556], [-1.920, 0.046, -0.888], [0.101, 0.903, -3.585], [-4.600, -1.707, 3.750], [6.001, 0.092, 1.249], [2.997, -3.818, 3.384], [-0.425, -0.372, -3.775], [-1.955, -5.043, 1.933], [4.038, -2.804, -2.556], [-2.521, -0.940, 2.770], [-6.014, 0.394, -1.979], [-1.323, -0.672, -3.252], [0.798, -3.091, 0.934], [4.640, 0.405, -1.611], [1.125, 6.431, -2.083], [-4.339, 1.644, 4.034], [3.651, -2.353, 4.823], [2.669, 0.723, -5.803], [7.815, 0.985, 0.516], [4.050, -0.457, 1.981], [-5.695, -1.396, -3.123], [2.198, -3.832, -2.255], [-3.336, -1.631, -2.384], [0.136, -2.595, -1.922], [2.279, -0.546, 3.801], [-4.275, -7.305, 3.068], [-2.388, 4.441, -1.356], [-0.661, -7.949, 0.851], [0.435, 4.802, 0.867], [4.516, -3.633, -3.059], [1.530, 3.397, 1.014], [3.123, 2.544, -1.995], [-4.577, 5.342, -2.073], [-4.689, 2.512, -5.280], [8.637, -3.370, 4.064], [-2.506, 1.606, -4.560], [-1.440, 3.272, 2.778], [5.715, -1.469, -2.786], [1.793, -1.582, -6.030], [6.775, 3.252, 0.393], [1.607, 2.286, -4.226], [3.542, 4.272, -1.861], [-2.697, 1.977, 0.251], [6.398, -0.910, 1.322], [-0.547, 5.969, -1.767], [-0.210, -2.262, -4.756], [6.596, -4.310, 5.172], [-5.291, -2.496, 4.009], [-4.636, -4.468, 3.557], [2.087, -5.015, 1.853], [-3.199, 3.010, 2.648], [-7.044, 0.502, -2.293], [-2.371, 2.777, 4.210], [2.152, 4.973, 0.523], [-6.042, 2.145, -0.726], [-2.657, -8.822, 1.969], [0.190, 5.575, -3.320], [-5.738, 4.360, -4.013], [2.819, 3.652, -3.342], [-0.192, -5.514, 0.788], [4.845, -4.619, 1.261], [4.396, 3.536, 1.099], [6.960, -3.692, 0.342], [-1.291, -2.149, 1.970]], "atomic_forces_ev_per_a": [[0.297, 0.438, -0.102], [0.106, -0.038, -0.071], [0.104, 0.273, -0.119], [-0.568, -0.342, 0.140], [0.122, 0.128, -0.082], [-0.012, 0.040, 0.124], [-0.330, -0.029, 0.214], [0.257, 0.567, -0.171], [-0.026, -0.410, 0.056], [-0.119, 0.037, 0.128], [0.071, -0.104, -0.098], [-0.348, -0.499, 0.283], [-0.078, 0.090, 0.055], [0.012, 0.097, -0.261], [0.166, 0.075, -0.062], [0.026, 0.261, 0.018], [0.110, -0.077, -0.076], [0.296, 0.176, 0.073], [-0.051, 0.025, 0.021], [-0.040, 0.010, 0.006], [-0.103, -0.084, 0.022], [0.096, -0.083, -0.003], [0.154, 0.032, 0.001], [-0.007, 0.171, 0.069], [-0.282, 0.123, -0.113], [-0.002, 0.139, -0.143], [0.121, -0.203, -0.090], [-0.039, 0.068, 0.023], [0.091, -0.052, 0.006], [-0.188, -0.131, 0.012], [0.012, 0.242, 0.024], [-0.051, 0.049, 0.045], [0.395, 0.214, 0.135], [0.020, -0.257, 0.049], [-0.035, -0.016, 0.075], [0.020, 0.008, 0.020], [0.024, 0.031, -0.057], [-0.001, 0.080, 0.095], [0.130, -0.004, -0.066], [-0.186, -0.049, 0.115], [-0.056, -0.041, -0.010], [0.587, -0.046, 0.152], [0.061, -0.214, -0.151], [-0.273, -0.290, -0.331], [-0.002, -0.024, 0.013], [0.020, 0.009, -0.003], [0.002, 0.031, 0.093], [-0.065, -0.012, 0.031], [0.077, -0.226, -0.056], [-0.107, -0.006, -0.006], [0.005, -0.078, 0.014], [-0.131, 0.170, -0.005], [0.114, -0.066, 0.018], [-0.163, -0.102, -0.034], [-0.049, -0.013, -0.053], [-0.091, -0.055, -0.044], [-0.056, 0.097, 0.076], [-0.002, -0.026, -0.061], [-0.250, -0.065, 0.091], [-0.058, 0.044, 0.015], [0.040, -0.041, -0.073], [-0.048, -0.006, 0.023], [0.050, 0.021, 0.075], [-0.094, 0.009, -0.021], [0.047, 0.083, 0.014], [0.297, -0.027, -0.197], [0.382, -0.260, -0.220], [-0.017, 0.384, 0.410], [0.013, 0.014, 0.000], [0.129, 0.168, -0.041], [0.026, -0.040, 0.045], [-0.143, 0.070, -0.020], [-0.250, -0.182, 0.136], [0.066, -0.115, -0.028], [-0.089, -0.216, 0.023], [0.067, -0.036, 0.004], [0.058, -0.070, -0.028], [0.011, 0.007, -0.042], [0.021, 0.021, 0.037], [0.048, -0.022, -0.011], [0.019, 0.016, -0.021], [-0.010, 0.004, 0.013], [0.018, -0.006, 0.023], [-0.001, 0.014, -0.018], [-0.116, -0.045, 0.022], [0.017, -0.032, 0.020], [-0.055, 0.039, -0.095], [0.010, -0.007, -0.047], [-0.003, -0.041, 0.097], [0.093, 0.027, -0.060], [0.002, -0.004, 0.005], [-0.094, 0.041, 0.028], [-0.007, 0.002, -0.012], [-0.074, -0.040, 0.024], [-0.008, 0.000, -0.003], [0.043, 0.051, 0.040], [0.027, -0.016, 0.028], [-0.001, -0.015, 0.020], [-0.018, -0.025, 0.015], [-0.041, -0.022, 0.067], [-0.057, -0.007, -0.026], [0.047, 0.080, -0.009], [-0.011, 0.001, -0.030], [0.007, 0.005, -0.011], [-0.080, 0.051, -0.012], [0.082, -0.067, -0.039], [-0.015, 0.007, 0.072], [0.005, 0.074, -0.062], [-0.015, -0.070, 0.025], [-0.005, -0.033, 0.007], [-0.030, 0.007, -0.041], [-0.004, 0.060, 0.018], [-0.013, -0.001, -0.009], [-0.005, 0.020, 0.013], [-0.039, -0.010, -0.030], [0.040, -0.031, -0.048], [-0.012, 0.016, 0.023], [0.050, -0.026, -0.003], [0.033, 0.015, -0.047], [-0.009, 0.003, -0.004], [-0.019, 0.001, 0.006], [0.011, -0.008, -0.012], [0.004, 0.000, -0.029], [0.014, 0.068, 0.004], [0.054, -0.005, -0.019], [-0.022, 0.020, -0.002], [-0.111, -0.024, 0.066], [-0.049, -0.002, 0.012], [0.012, 0.073, -0.092]], "mulliken_charge": [1.444, -0.198, 1.752, -0.859, -0.153, -0.689, 0.309, 0.099, -0.769, 0.148, 0.263, -0.728, -0.057, 1.834, -0.578, -0.132, 1.169, 0.809, 0.775, -1.179, -0.605, 0.167, -0.044, -0.567, -1.528, -0.365, 0.101, -0.880, -0.489, 0.242, 1.229, -0.432, 1.270, -1.374, -0.761, -0.589, -0.583, -1.334, -0.829, -0.695, -0.467, 0.265, 0.520, -1.096, -0.445, -0.577, -0.996, -1.106, 0.584, -0.526, 0.010, 0.922, -0.629, -0.672, -0.744, -0.924, -0.484, -0.190, -1.377, -1.132, -0.802, -0.485, -0.786, -0.598, -1.001, 0.365, -0.656, 0.162, -1.222, -0.480, -0.286, 0.117, 0.263, -1.298, -0.487, -0.586, 0.262, 0.434, 0.396, 0.463, 0.599, 0.505, 0.440, 0.453, 0.730, 0.470, 0.551, 0.466, 0.379, 0.608, 0.414, 0.365, 0.437, 0.405, 0.528, 0.161, 0.253, 0.418, 0.448, 0.378, 0.330, 0.092, 0.502, 0.423, 0.448, 0.357, 0.437, 0.100, 0.569, 0.391, 0.503, 0.427, 0.430, 0.203, 0.581, 0.428, 0.441, 0.386, 0.357, 0.525, 0.386, 0.402, 0.415, 0.542, 0.430, 0.433, 0.445, 0.453, 0.654], "charge": 1, "e_tot_ev": -282875.2960, "orbital_gap_ha": 0.2806, "relative_energy_kcal_mol": 0.0}

=====

# 4
{"formula": "C4H7FO", "method": "ωB97M-V/def2-TZVPD", "species": ["F", "O", "C", "C", "C", "C", "H", "H", "H", "H", "H", "H", "H"], "positions_angstrom": [[-2.090, -0.625, -0.547], [0.827, -0.727, 0.313], [0.421, 1.588, -0.178], [2.127, -0.565, -0.193], [-1.401, 0.046, 0.475], [0.030, 0.339, 0.170], [-1.971, 0.974, 0.675], [-1.438, -0.529, 1.415], [-0.370, 2.324, -0.132], [2.622, 0.143, 0.418], [2.198, -0.272, -1.250], [1.482, 1.845, -0.365], [2.610, -1.499, 0.010]], "atomic_forces_ev_per_a": [[0.618, 0.017, 0.418], [-0.495, -0.420, -0.646], [0.254, -1.077, 0.496], [0.144, -0.543, 0.088], [-0.772, 0.458, 0.880], [-0.054, 1.581, -0.607], [0.455, -0.340, -0.286], [-0.155, -0.274, -0.507], [0.360, 0.245, -0.335], [0.758, 1.090, 0.470], [-0.354, -0.167, 0.254], [-1.071, 0.017, 0.095], [0.312, -0.588, -0.320]], "nbo_charge": [-0.360, -0.484, -0.525, -0.254, 0.008, 0.278, 0.173, 0.177, 0.215, 0.174, 0.187, 0.213, 0.199], "e_tot_ev": -9025.0809, "orbital_gap_ha": 0.3753, "smiles": "C=C(CF)OC", "relative_energy_kcal_mol": 27.4}